Entry 1:
The following is a quantum chemistry calculation of a structure of composition C2H2FHgO2 in a non-equilibrium geometry, from the Open Molecules 2025 dataset.

Values from the calculation:
max |F|	7.2	eV Å⁻¹
HOMO energy	-15.846	eV
net charge	+1
calculated total energy	-480.7597	hartree
frontier orbital gap	0.30358	hartree

XYZ file:
```
8
Properties=species:S:1:pos:R:3:forces:R:3:nbo_charge:R:1
H -0.219 1.132 1.044 -1.33 0.15 -0.98 0.237
O 0.787 -1.407 0.027 4.18 1.07 1.29 -0.695
C 0.815 -0.189 0.109 1.12 0.15 -2.67 0.900
C -0.426 0.656 0.010 2.37 0.66 1.73 -0.202
O -1.528 -0.119 -0.117 -2.36 5.22 0.55 -0.840
F 1.967 0.433 -0.001 -0.86 -0.44 0.77 -0.242
H -0.265 1.412 -0.785 -0.17 -0.28 0.42 0.258
Hg -1.131 -1.918 -0.287 -2.94 -6.53 -1.10 1.584
```
Forces are in eV/Å.

=====

Entry 2:
The following is a quantum chemistry calculation of a structure of composition C20H24BeCl2N4O2S3 in a non-equilibrium geometry, from the Open Molecules 2025 dataset.

Values from the calculation:
max |F|	1.4	eV Å⁻¹
HOMO energy	-7.848	eV
net charge	0
calculated total energy	-3275.8367	hartree
frontier orbital gap	0.29665	hartree

XYZ file:
```
56
Properties=species:S:1:pos:R:3:forces:R:3:nbo_charge:R:1
Be 0.617 -0.214 0.056 -1.02 -1.02 -0.07 1.530
Cl 2.377 -0.418 -1.160 0.24 0.31 -0.34 0.002
C 3.136 -1.771 -0.375 0.22 -0.64 0.35 -0.109
C 4.368 -2.193 -0.840 -0.09 0.21 -0.20 -0.214
C 4.962 -3.299 -0.263 0.01 -0.06 0.04 -0.225
C 4.297 -3.988 0.740 -0.03 -0.04 -0.05 -0.208
C 3.072 -3.539 1.200 0.07 0.22 -0.24 -0.098
Cl 2.263 -4.446 2.424 0.00 -0.07 0.15 0.025
C 2.464 -2.374 0.692 0.00 -0.07 0.04 -0.085
S 1.020 -1.729 1.409 -0.10 0.38 0.00 -0.444
H 4.844 -1.653 -1.648 0.03 -0.04 0.01 0.227
H 5.934 -3.632 -0.601 -0.02 -0.02 -0.03 0.223
H 4.718 -4.890 1.163 0.02 0.03 0.05 0.231
O 2.397 3.015 0.332 0.19 0.24 -0.01 -0.691
C 1.414 3.932 0.182 -0.17 -0.10 -0.01 0.417
C 1.797 5.253 -0.040 0.17 0.05 0.01 -0.303
C 0.851 6.243 -0.201 -0.05 -0.04 0.01 -0.173
C -0.505 5.934 -0.143 -0.06 0.03 0.01 -0.264
C -0.893 4.631 0.091 0.09 -0.07 0.04 -0.137
C 0.049 3.611 0.256 0.11 0.01 -0.11 -0.233
C -0.411 2.220 0.475 -0.05 -0.40 0.00 0.584
O 0.464 1.262 0.226 0.14 0.71 0.22 -1.024
N -1.620 2.049 0.861 -0.37 0.84 -0.14 -0.400
N -2.055 0.788 1.148 0.48 -0.83 0.06 -0.361
C -3.302 0.620 1.006 -0.29 0.49 -0.34 -0.082
S -4.377 1.821 0.244 0.05 -0.18 0.31 0.259
C -5.884 1.056 0.915 0.18 0.12 -0.10 -0.540
C -5.721 -0.446 0.842 0.28 -0.17 0.03 -0.526
S -4.086 -0.857 1.538 -0.16 -0.10 0.03 0.277
H 1.979 2.141 0.404 -0.07 -0.02 -0.01 0.504
H 2.856 5.476 -0.083 -0.01 -0.02 0.01 0.221
H 1.165 7.265 -0.372 0.03 -0.01 -0.02 0.212
H -1.250 6.706 -0.283 0.00 0.00 0.03 0.212
H -1.936 4.359 0.159 -0.04 0.03 -0.03 0.233
H -6.731 1.397 0.322 -0.01 0.01 0.01 0.236
H -5.996 1.391 1.944 -0.11 -0.04 0.01 0.224
H -5.768 -0.804 -0.186 -0.06 0.03 0.00 0.219
H -6.465 -0.967 1.444 -0.01 -0.01 -0.01 0.237
C -0.834 -4.294 -2.602 0.09 0.06 0.07 -0.608
C -1.464 -3.183 -1.767 -0.20 -0.07 -0.11 0.097
C -1.835 -3.737 -0.389 0.13 0.07 -0.04 -0.641
C -2.707 -2.635 -2.480 0.09 -0.06 0.08 -0.637
N -0.404 -2.175 -1.606 0.18 -0.01 0.11 -0.472
N -0.784 -0.959 -0.946 0.24 0.04 0.18 -0.789
H -1.534 -5.122 -2.711 -0.01 0.02 -0.04 0.216
H 0.064 -4.665 -2.108 0.01 0.00 -0.03 0.228
H -0.566 -3.940 -3.601 0.01 0.00 0.00 0.203
H -2.320 -4.709 -0.491 -0.06 0.04 -0.01 0.217
H -2.520 -3.081 0.147 -0.04 0.05 0.05 0.211
H -0.933 -3.854 0.213 0.01 -0.06 0.01 0.243
H -3.401 -3.454 -2.677 -0.07 0.06 0.01 0.222
H -2.443 -2.179 -3.437 0.00 -0.01 -0.01 0.206
H -3.227 -1.896 -1.865 -0.02 0.00 -0.03 0.206
H -0.014 -1.919 -2.505 0.02 0.05 -0.02 0.356
H -1.354 -1.203 -0.135 0.01 -0.06 0.01 0.414
H -1.385 -0.381 -1.535 0.01 0.11 0.06 0.372
```
Forces are in eV/Å.

=====

Entry 3:
The following is a quantum chemistry calculation of a cluster of 21 separate species, C26H60O20P2 in total in a non-equilibrium geometry, from the Open Molecules 2025 dataset.

Values from the calculation:
max |F|	4.3	eV Å⁻¹
HOMO energy	-6.765	eV
net charge	0
calculated total energy	-3213.9056	hartree
frontier orbital gap	0.23790	hartree

XYZ file:
```
108
Properties=species:S:1:pos:R:3:forces:R:3:mulliken_charge:R:1
C 0.024 -0.644 1.340 0.12 -0.28 2.17 -0.409
C -0.140 -0.137 0.224 0.28 0.37 -2.04 0.154
C 4.235 -0.585 5.049 0.65 -0.83 0.17 -0.452
C -3.647 -2.423 4.988 -1.27 -0.30 0.21 -0.383
C -0.563 -2.897 -4.743 2.31 -0.59 -1.71 -0.348
C -0.342 5.012 -2.447 1.00 -1.33 0.63 -0.352
C 3.257 0.436 5.061 2.56 -2.99 0.42 -0.964
C 4.160 -1.853 4.403 -3.25 2.71 -0.45 -0.852
C -2.717 -1.888 5.852 2.41 0.35 -1.45 -0.696
C -3.480 -2.678 3.634 2.08 1.14 0.74 -0.572
C 0.699 -2.261 -4.552 -1.25 0.52 0.81 -0.705
C -1.652 -2.492 -4.017 0.30 0.32 1.01 -1.039
C -1.428 4.465 -1.764 0.01 -0.60 -0.46 -0.710
C 0.785 4.241 -2.763 -0.81 -1.26 0.38 -0.185
C 2.113 0.126 4.464 -1.45 0.99 -0.25 0.302
C 2.877 -2.058 3.809 0.73 -1.59 -0.52 0.466
C -1.424 -1.533 5.368 -0.54 -0.68 -0.92 -0.075
C -2.221 -2.312 3.130 -0.82 0.17 1.38 -0.323
C 0.717 -1.237 -3.581 2.26 0.23 -1.55 -0.291
C -1.540 -1.511 -3.017 -1.22 -0.32 -0.31 0.115
C -1.463 3.097 -1.472 1.11 -0.58 0.15 0.146
C 0.772 2.864 -2.472 -0.96 0.46 0.39 -0.684
C 1.893 -1.075 3.837 -1.15 -0.28 -0.70 -0.510
C -1.219 -1.775 3.964 -0.07 0.72 0.61 0.385
C -0.357 -0.820 -2.857 -1.03 0.19 1.67 0.123
C -0.336 2.294 -1.811 -0.19 -0.40 -0.19 0.109
P 0.249 -1.228 3.056 0.12 0.08 -2.67 0.417
P -0.350 0.442 -1.503 -0.22 0.11 2.22 0.071
H 5.059 -0.457 5.701 1.11 0.35 0.22 0.484
H -4.615 -2.586 5.415 -0.54 -0.31 0.22 0.330
H -0.607 -3.720 -5.532 -0.25 1.18 1.30 0.290
H -0.257 6.040 -2.632 -0.41 1.27 -0.29 0.550
H 3.324 1.271 5.685 0.47 1.24 0.63 0.463
H 4.945 -2.562 4.284 0.40 -0.43 0.43 0.636
H -2.963 -1.718 6.863 -0.24 0.19 0.97 0.520
H -4.270 -3.057 3.018 -0.16 -0.09 -0.21 0.238
H 1.614 -2.494 -5.123 -0.76 0.00 0.40 0.412
H -2.555 -3.016 -4.179 -0.98 -0.35 0.03 0.460
H -2.287 5.089 -1.559 -0.01 0.00 0.11 0.267
H 1.665 4.658 -3.223 0.01 0.26 -0.18 0.465
H 1.375 0.871 4.591 -1.26 0.42 -0.54 0.498
H 2.584 -3.054 3.378 0.64 1.20 0.26 0.092
H -0.621 -1.095 6.021 -1.11 -0.44 -0.88 0.065
H -2.037 -2.316 2.097 0.37 -0.42 -1.27 0.261
H 1.609 -0.633 -3.436 0.29 -0.42 -0.12 0.374
H -2.372 -1.263 -2.335 0.28 -0.18 -0.74 0.685
H -2.275 2.605 -0.930 0.18 0.44 -0.37 0.372
H 1.574 2.199 -2.740 0.27 0.11 -0.01 -0.120
O 1.222 -3.578 5.699 -1.19 0.60 -1.15 -0.648
H 0.431 -3.948 5.188 1.57 1.29 1.04 0.324
H 1.373 -2.624 5.398 -0.58 -2.12 0.38 0.326
O 3.804 6.334 -4.214 1.22 -1.44 0.77 -0.707
H 4.285 6.240 -3.328 -0.68 -0.24 -2.10 0.335
H 4.010 5.516 -4.773 -0.37 1.58 1.49 0.319
O -1.307 8.427 -2.382 1.50 0.99 1.03 -0.620
H -1.178 8.527 -1.383 0.02 -0.06 -2.29 0.316
H -0.520 8.863 -2.846 -1.59 -0.92 1.28 0.297
O -3.967 1.551 -2.682 -0.47 -1.88 0.21 -0.610
H -4.080 0.685 -3.193 0.26 1.83 1.39 0.278
H -4.073 1.351 -1.696 0.16 -0.03 -1.80 0.413
O 2.881 -4.430 -6.704 0.70 1.93 -0.18 -0.635
H 2.630 -3.742 -7.402 0.82 -1.39 1.74 0.286
H 3.567 -4.017 -6.087 -1.52 -0.57 -1.55 0.340
O 0.153 7.295 -5.146 1.88 0.40 -0.07 -0.630
H 0.859 7.358 -5.867 -1.36 -0.04 1.89 0.297
H 0.593 7.488 -4.256 -0.54 -0.32 -1.92 0.329
O -4.194 -3.390 0.252 -1.43 -1.40 -0.86 -0.705
H -4.563 -4.064 0.910 0.36 0.90 -1.18 0.411
H -4.385 -3.727 -0.683 0.33 0.54 2.11 0.315
O 3.101 -0.780 -6.882 0.77 -0.46 -1.82 -0.618
H 2.713 -1.408 -7.574 1.08 1.64 1.28 0.309
H 3.933 -0.357 -7.273 -1.87 -1.11 0.58 0.321
O 4.611 -5.014 2.902 -0.80 0.87 -1.05 -0.662
H 3.669 -5.326 3.097 1.60 0.73 -0.83 0.402
H 4.586 -4.433 2.074 -0.31 -1.43 1.84 0.294
O -1.638 -3.267 -0.116 -0.38 1.42 -0.59 -0.684
H -1.488 -2.372 -0.563 -0.41 -1.88 1.14 0.194
H -2.606 -3.316 0.175 1.55 0.40 -0.68 0.408
O 1.715 7.664 -2.762 1.96 0.30 1.00 -0.607
H 2.099 8.199 -1.993 -0.71 -1.27 -1.78 0.288
H 2.470 7.146 -3.193 -1.27 1.01 0.68 0.317
O 3.805 1.920 -4.114 -1.66 -0.53 0.84 -0.642
H 2.959 1.664 -4.606 1.67 0.43 1.36 0.354
H 3.639 1.808 -3.122 0.06 0.11 -2.27 0.377
O -5.482 -5.234 1.885 -2.05 -0.47 0.25 -0.698
H -6.024 -5.023 2.712 0.96 -0.56 -1.92 0.345
H -6.095 -5.668 1.208 1.04 0.90 1.72 0.323
O -4.901 5.472 -2.423 -1.67 -1.13 0.53 -0.624
H -5.260 5.259 -1.501 0.53 0.27 -2.25 0.307
H -5.475 4.992 -3.104 1.16 0.86 1.77 0.318
O 0.155 2.584 2.627 -0.51 -1.36 -1.00 -0.612
H 0.728 2.134 1.925 -1.67 0.63 1.38 0.293
H -0.751 2.132 2.632 2.17 0.67 -0.39 0.301
O 2.090 -5.812 2.696 -2.18 -1.27 0.54 -0.666
H 1.927 -6.782 2.457 0.13 2.14 0.65 0.277
H 1.289 -5.476 3.215 1.61 -0.96 -1.15 0.327
O -2.121 -5.899 -3.790 -0.33 -1.17 1.68 -0.631
H -2.576 -6.800 -3.730 1.13 1.99 0.20 0.297
H -1.776 -5.657 -2.870 -0.80 -0.74 -1.85 0.340
O -4.426 1.258 0.072 -1.88 -0.40 0.97 -0.642
H -5.201 1.898 0.191 1.50 -1.63 -0.10 0.306
H -4.701 0.358 0.443 0.39 2.01 -0.71 0.283
O 7.310 0.472 4.417 -1.18 1.50 -0.69 -0.676
H 7.170 1.386 4.829 0.08 -1.95 -1.21 0.323
H 6.731 0.406 3.591 1.12 0.47 1.90 0.333
O -0.896 -0.194 8.433 2.02 0.02 -0.35 -0.647
H -0.326 -0.994 8.193 -0.92 1.93 0.62 0.346
H -0.293 0.617 8.488 -1.06 -2.01 -0.20 0.318
```
Forces are in eV/Å.

=====

Which of these has the lowest frontier orbital gap?
C26H60O20P2

=====

Copy entry 1 word for word.
The following is a quantum chemistry calculation of a structure of composition C2H2FHgO2 in a non-equilibrium geometry, from the Open Molecules 2025 dataset.

Values from the calculation:
max |F|	7.2	eV Å⁻¹
HOMO energy	-15.846	eV
net charge	+1
calculated total energy	-480.7597	hartree
frontier orbital gap	0.30358	hartree

XYZ file:
```
8
Properties=species:S:1:pos:R:3:forces:R:3:nbo_charge:R:1
H -0.219 1.132 1.044 -1.33 0.15 -0.98 0.237
O 0.787 -1.407 0.027 4.18 1.07 1.29 -0.695
C 0.815 -0.189 0.109 1.12 0.15 -2.67 0.900
C -0.426 0.656 0.010 2.37 0.66 1.73 -0.202
O -1.528 -0.119 -0.117 -2.36 5.22 0.55 -0.840
F 1.967 0.433 -0.001 -0.86 -0.44 0.77 -0.242
H -0.265 1.412 -0.785 -0.17 -0.28 0.42 0.258
Hg -1.131 -1.918 -0.287 -2.94 -6.53 -1.10 1.584
```
Forces are in eV/Å.

=====

Among the records above, which one has the highest calculated total energy?
C2H2FHgO2